A molecular structure, C24H16Cl2HgINO2 at a distorted geometry, computed with ωB97M-V with the def2-TZVPD basis set.

Orbital gap (spin up / spin down) in eV: 6.1 / 7.3
Relative energy (zero: lowest compared OMol25 entry of this formula, charge and spin) in kcal per mole: 0.00
Lowest unoccupied orbital energy (spin up / spin down) in Eh: 0.091 / 0.086
Expectation value of S²: 0.755

```
! RIJCOSX wB97M-V def2-TZVPD def2/J DEFGRID3
* xyz -1 2
Hg 2.2914 -2.1383 -3.2552
I 2.3974 3.5051 -2.0340
C 2.9795 2.7629 -0.1775
C 3.1966 3.6059 0.8819
C 3.5893 3.0640 2.1285
C 3.7634 1.7166 2.3170
C 3.5417 0.8412 1.2336
C 3.6217 -0.5799 1.1196
C 3.2658 -0.9204 -0.1647
C 2.8651 -0.8958 -1.4898
C 2.9765 0.2893 -0.9055
C 3.1437 1.3819 -0.0215
H 3.0690 4.6739 0.7732
H 3.7526 3.7459 2.9551
H 4.0612 1.3306 3.2843
H 3.8875 -1.2512 1.9160
H 0.8608 0.3673 0.7331
H -0.3535 -0.9797 -0.6959
Cl -0.0774 -2.5720 1.1226
C -1.8109 -2.7614 1.0616
C -2.3143 -3.9443 1.5788
C -3.6751 -4.1882 1.6349
C -4.5395 -3.2121 1.1628
C -4.0334 -2.0431 0.6406
Cl -5.1829 -0.8603 0.0547
C -2.6494 -1.7528 0.5472
N -2.2544 -0.5744 0.0033
C -0.9258 -0.1102 -0.3880
C -0.1987 0.6153 0.7630
C -0.3537 2.1040 0.7730
C -0.7514 2.7708 -0.3129
C -1.0609 2.0633 -1.5602
C -1.1300 0.7334 -1.6309
C -1.4237 0.0048 -2.9138
C -0.1976 -0.8302 -3.3350
O 0.6937 -0.2684 -4.0033
O -0.1356 -2.0141 -2.9046
H -1.6069 -4.6743 1.9474
H -4.0543 -5.1155 2.0402
H -5.6118 -3.3504 1.1876
H -3.0011 0.0596 -0.2274
H -0.5605 0.2043 1.7105
H -0.0886 2.6340 1.6817
H -0.8201 3.8523 -0.3007
H -1.2259 2.6493 -2.4577
H -1.6466 0.7306 -3.6957
H -2.2730 -0.6689 -2.7777
*
```

Atom charges from the Löwdin analysis, given in e for atoms 1 to 6:
1 Hg 0.754
2 I 0.924
3 C -0.672
4 C -0.178
5 C -0.099
6 C -0.041



A molecular structure, C24H17Br2F3N2O6Sc at a distorted geometry, computed with ωB97M-V with the def2-TZVPD basis set.

Orbital gap in eV: 7.6
Relative energy (zero: lowest compared OMol25 entry of this formula, charge and spin) in kcal per mole: 0.00
Lowest unoccupied orbital energy in Eh: 0.087

```
! RIJCOSX wB97M-V def2-TZVPD def2/J DEFGRID3
* xyz -1 1
Sc 0.9546 -0.8941 0.8136
O 1.5620 -1.7685 -1.1241
C 2.9590 -1.8543 -1.3731
C 3.6187 -2.5981 -0.2208
N 3.0916 -2.1728 1.0766
C 2.6637 -3.3105 1.9138
C 1.3090 -3.7807 1.3284
O 0.4586 -2.8197 1.3942
O 1.1638 -4.8798 0.8062
C 3.9148 -1.2766 1.8938
C 3.1008 -0.2424 2.6894
O 3.6499 0.7024 3.2314
O 1.8120 -0.3850 2.6421
H 1.0674 -2.5522 -1.3835
H 3.3997 -0.8879 -1.3681
H 3.0976 -2.4241 -2.2960
H 4.6619 -2.5232 -0.2026
H 3.4009 -3.6718 -0.3630
H 2.4212 -2.8893 2.9100
H 3.4878 -4.0503 1.8960
H 4.5671 -0.7082 1.2342
H 4.5064 -1.8956 2.5955
Br 4.9787 2.2077 -0.1069
C 3.3131 2.6670 0.6344
C 3.1275 3.9717 1.0990
C 1.8906 4.3964 1.4671
Br 1.6516 6.2573 1.7852
C 0.7867 3.5390 1.5406
C -0.5339 3.9103 1.9170
C -1.5282 2.9888 1.9892
C -1.1596 1.6416 1.5932
N 0.0137 1.2860 1.1758
C 1.0040 2.2161 1.1573
C 2.2531 1.7728 0.5477
O 2.3323 0.5750 0.0725
H 3.9483 4.6960 1.1038
H -0.7919 4.9567 2.0871
H -2.5560 3.2297 2.3306
H -1.9847 0.8803 1.5630
F -8.0974 -0.3985 -2.8770
C -7.0560 0.1414 -3.5386
F -7.3265 1.4668 -3.4668
F -7.1523 -0.2369 -4.8466
C -5.7436 -0.1871 -2.9543
C -5.6812 -0.6032 -1.6394
C -4.4322 -0.7694 -1.0873
C -3.2118 -0.5653 -1.7809
C -3.3293 -0.1392 -3.1062
C -4.5797 0.0342 -3.6656
C -1.9370 -0.7699 -1.1783
C -0.9686 -0.9083 -0.4428
H -6.5713 -0.8199 -1.0717
H -4.3754 -0.9895 -0.0289
H -2.4440 0.1079 -3.6773
H -4.7075 0.3272 -4.6893
*
```

Atom charges from the Löwdin analysis, given in e for atoms 1 to 6:
1 Sc 1.017
2 O -0.133
3 C -0.170
4 C -0.138
5 N -0.204
6 C -0.085



A molecular structure, C24H17BrCoN5O4S3 at a distorted geometry, computed with ωB97M-V with the def2-TZVPD basis set.

Orbital gap in eV: 7.7
Relative energy (zero: lowest compared OMol25 entry of this formula, charge and spin) in kcal per mole: 0.00
Lowest unoccupied orbital energy in Eh: -0.006

```
! RIJCOSX wB97M-V def2-TZVPD def2/J DEFGRID3
* xyz 0 1
Co 0.8909 0.1445 0.8023
Br 3.2333 0.2769 -2.0582
C 3.7808 0.6620 -0.3249
C 5.1050 1.0257 -0.0861
C 5.4897 1.3896 1.1904
C 4.5669 1.4135 2.2209
C 3.2725 1.0413 1.9207
N 2.8831 0.6517 0.6768
C 2.1729 1.0786 2.9616
O 2.4058 1.4219 4.0987
O 1.0097 0.7409 2.5031
H 5.8054 1.0247 -0.9075
H 6.5162 1.6755 1.3776
H 4.8076 1.7083 3.2300
S -3.4225 0.6933 1.1362
C -3.0703 -0.8893 1.7005
C -1.7369 -1.1941 1.6797
C -0.9596 -0.1294 1.1412
C -1.7497 0.9480 0.8041
C -1.0993 2.1148 0.2656
C -1.6988 3.3274 -0.0766
C -0.9005 4.3497 -0.5478
C 0.4735 4.1603 -0.6808
C 1.0034 2.9323 -0.3250
N 0.2441 1.9382 0.1312
H -3.8785 -1.5329 2.0071
H -1.3403 -2.1461 1.9972
H -2.7654 3.4558 0.0410
H -1.3490 5.2976 -0.8119
H 1.1248 4.9364 -1.0523
H 2.0591 2.7190 -0.4213
N -5.5906 -1.1026 -1.8868
C -4.2349 -1.2686 -2.0294
C -3.4161 -0.1771 -2.3315
C -2.0519 -0.3373 -2.4458
C -1.4752 -1.5863 -2.2559
C -2.2806 -2.6792 -1.9753
C -3.6488 -2.5237 -1.8591
S 0.2807 -1.7525 -2.2708
O 0.5842 -3.1490 -2.4806
O 0.7996 -0.7746 -3.1937
N 0.7586 -1.3308 -0.7992
C 1.0708 -2.2266 0.1355
S 1.3540 -3.9233 0.1941
C 1.7653 -3.7548 1.8860
C 1.6630 -2.4630 2.2929
N 1.2650 -1.6432 1.2904
H -6.0134 -0.2369 -2.1629
H -6.1846 -1.9074 -1.8258
H -3.8553 0.8031 -2.4657
H -1.4222 0.5102 -2.6774
H -1.8305 -3.6543 -1.8501
H -4.2707 -3.3816 -1.6351
H 2.0456 -4.6120 2.4689
H 1.8141 -2.0644 3.2839
*
```

Atom charges from the Löwdin analysis, given in e for atoms 1 to 6:
1 Co 0.524
2 Br 0.948
3 C -0.707
4 C -0.095
5 C -0.036
6 C 0.019



A molecular structure, C24H17ClN5O2SV at a distorted geometry, computed with ωB97M-V with the def2-TZVPD basis set.

Orbital gap (spin up / spin down) in eV: 5.8 / 5.8
Relative energy (zero: lowest compared OMol25 entry of this formula, charge and spin) in kcal per mole: 37.54
Lowest unoccupied orbital energy (spin up / spin down) in Eh: -0.310 / -0.310

```
! RIJCOSX wB97M-V def2-TZVPD def2/J DEFGRID3
* xyz 2 1
V 0.2903 -0.3210 0.0739
N -2.9331 -3.0036 -0.2353
C -1.9685 -2.2169 0.2528
S -0.2921 -2.6274 -0.1303
N -2.2861 -1.2137 1.0356
N -1.1077 -0.5968 1.4416
C -1.0299 -0.2424 2.6816
C 0.1875 0.0996 3.3720
C 0.1772 0.4679 4.7223
C 1.3643 0.4952 5.4248
C 2.5547 0.1065 4.8039
C 2.5914 -0.2805 3.4709
C 1.4048 -0.2331 2.7748
O 1.3161 -0.5657 1.4589
H -2.7057 -3.8279 -0.7629
H -3.8712 -2.9042 0.1202
H -1.9544 -0.3538 3.2424
H -0.7595 0.7119 5.2085
H 1.3686 0.7834 6.4666
H 3.4722 0.0948 5.3780
H 3.5051 -0.5954 2.9865
Cl -5.9105 1.8578 -3.0927
C -4.3736 1.2907 -2.5785
C -3.7997 0.1922 -3.2171
C -2.5637 -0.2942 -2.8096
C -1.9510 0.3462 -1.7594
O -0.7488 -0.0838 -1.2650
C -2.4837 1.4618 -1.1272
C -1.6446 2.2047 -0.1903
N -0.5791 1.7452 0.3485
C 0.3939 2.6315 0.9068
C 0.1948 3.7171 1.7025
C 1.3063 4.5192 2.0674
C 2.5615 4.2308 1.6127
C 2.7800 3.0997 0.7832
C 4.0381 2.7300 0.2543
C 4.1438 1.6167 -0.5321
C 3.0000 0.8394 -0.7632
N 1.8056 1.1617 -0.2998
C 1.6851 2.2987 0.4595
C -3.7148 1.9482 -1.5512
H -4.3249 -0.2744 -4.0397
H -2.0957 -1.1381 -3.2963
H -1.8831 3.2586 -0.0467
H -0.7977 3.9712 2.0557
H 1.1480 5.3785 2.7042
H 3.4031 4.8577 1.8780
H 4.9101 3.3328 0.4787
H 5.0861 1.3096 -0.9627
H 3.0724 -0.0737 -1.3445
H -4.1544 2.8265 -1.0956
*
```

Atom charges from the Löwdin analysis, given in e for atoms 1 to 6:
1 V 0.947
2 N 0.137
3 C -0.767
4 S 0.843
5 N 0.064
6 N -0.149



A single C24H17F6N3O3 molecule at a distorted geometry, computed with ωB97M-V with the def2-TZVPD basis set.

Orbital gap in eV: 9.0
SMILES: Cc1nn(Cc2c(F)c(F)c(F)c(F)c2F)c(C)c1NC(=O)c1ccc(COc2ccc(F)cc2)o1
Lowest unoccupied orbital energy in Eh: 0.016

```
! RIJCOSX wB97M-V def2-TZVPD def2/J DEFGRID3
* xyz 0 1
C 2.9860 0.8097 -2.5683
C 2.1504 0.6754 -1.3484
N 0.8332 0.7370 -1.3737
N 0.4178 0.5922 -0.1124
C -0.9917 0.6449 0.1777
C -1.6352 1.6803 -0.7057
C -2.6161 1.3495 -1.6315
F -3.0584 0.0912 -1.7012
C -3.1654 2.3023 -2.4846
F -4.1113 1.9578 -3.3585
C -2.7210 3.6193 -2.4239
F -3.2362 4.5379 -3.2385
C -1.7389 3.9741 -1.5026
F -1.3152 5.2361 -1.4324
C -1.2118 3.0052 -0.6575
F -0.2819 3.3555 0.2354
C 1.4456 0.4419 0.7547
C 1.2634 0.2768 2.2179
C 2.5941 0.4848 -0.0208
N 3.9265 0.4346 0.4060
C 4.5035 -0.4568 1.2487
O 5.5940 -0.2485 1.7490
C 3.7787 -1.7165 1.4984
C 3.9675 -2.6049 2.5260
C 3.1014 -3.6870 2.2728
C 2.4567 -3.3934 1.1011
C 1.4957 -4.2127 0.2952
O 0.3654 -3.5180 -0.1873
C -0.6161 -3.1481 0.6768
C -0.5103 -3.1650 2.0642
C -1.5744 -2.7460 2.8470
C -2.7380 -2.3204 2.2382
F -3.7685 -1.9015 3.0048
C -2.8714 -2.3066 0.8598
C -1.8070 -2.7189 0.0840
O 2.8615 -2.2017 0.6314
H 3.5418 1.7472 -2.5464
H 3.7013 -0.0088 -2.6260
H 2.3491 0.7986 -3.4473
H -1.4522 -0.3321 -0.0028
H -1.1236 0.9112 1.2302
H 0.7043 1.1160 2.6323
H 0.7223 -0.6435 2.4435
H 2.2349 0.2397 2.7045
H 4.5090 1.2281 0.1674
H 4.6415 -2.4810 3.3476
H 2.9798 -4.5689 2.8684
H 1.1942 -5.0850 0.8899
H 1.9947 -4.5612 -0.6166
H 0.3949 -3.4984 2.5455
H -1.5021 -2.7522 3.9231
H -3.7933 -1.9777 0.4079
H -1.8761 -2.7216 -0.9920
*
```

Atom charges from the Löwdin analysis, given in e for atoms 1 to 6:
1 C -0.023
2 C -0.275
3 N 0.149
4 N -0.095
5 C -0.033
6 C -0.058



A molecular structure, C24H18AsN3S4Tc, computed with ωB97M-V with the def2-TZVPD basis set.

Orbital gap in eV: 5.2
Relative energy (zero: lowest compared OMol25 entry of this formula, charge and spin) in kcal per mole: 0.00
Lowest unoccupied orbital energy in Eh: -0.421

```
! RIJCOSX wB97M-V def2-TZVPD def2/J DEFGRID3
* xyz 3 1
Tc -0.1835 1.0775 -1.3111
N -0.5489 1.7331 0.6953
C -0.4189 0.6088 1.6231
C 0.5970 0.5730 2.5554
C 0.6711 -0.5110 3.4236
C -0.2696 -1.5294 3.3404
C -1.2804 -1.4738 2.3885
C -1.3634 -0.3961 1.5167
C -2.3737 -0.2764 0.4425
C -3.7104 -0.6481 0.5939
C -4.6112 -0.5058 -0.4568
C -4.1909 -0.0240 -1.6903
C -2.8509 0.3292 -1.8747
C -1.9866 0.2321 -0.7890
H 0.0627 2.4874 0.9897
H -1.5035 2.0740 0.7300
H 1.3054 1.3939 2.6383
H 1.4487 -0.5455 4.1769
H -0.2230 -2.3644 4.0276
H -2.0053 -2.2777 2.3203
H -4.0475 -1.0353 1.5497
H -5.6479 -0.7860 -0.3166
H -4.8853 0.0553 -2.5183
H -2.5145 0.6376 -2.8694
C 0.0838 -3.3004 -1.8838
C -0.3724 -1.9805 -1.8874
N 0.3245 -0.9879 -1.3351
C 1.5179 -1.2952 -0.7542
C 2.0272 -2.5789 -0.6661
C 1.2677 -3.6095 -1.2644
C 3.2940 -2.7724 -0.0070
C 3.9968 -1.7239 0.4730
C 3.5071 -0.3800 0.3201
C 4.2108 0.7778 0.7040
C 3.6781 2.0214 0.4417
C 2.4241 2.1170 -0.1507
N 1.7210 1.0330 -0.4976
C 2.2687 -0.1945 -0.2789
H -0.5108 -4.0623 -2.3701
H -1.3209 -1.7307 -2.3416
H 1.6273 -4.6322 -1.2376
H 3.6820 -3.7803 0.0822
H 4.9535 -1.8791 0.9586
H 5.1715 0.6865 1.1999
H 4.2152 2.9259 0.6942
H 1.9798 3.0856 -0.3601
S -1.6098 5.8113 -3.4638
As -3.3793 5.7033 -2.0826
S -0.1969 4.8449 -2.3826
S -1.0762 3.0673 -2.1018
S -2.9542 4.0056 -0.9939
*
```

Atom charges from the Löwdin analysis, given in e for atoms 1 to 6:
1 Tc 1.110
2 N 0.003
3 C -0.239
4 C -0.020
5 C -0.031
6 C -0.025